{
  "formula": "C33H66FN2O8",
  "method": "wB97M-V/def2-TZVPD",
  "e_tot_ev": -57351.03684,
  "homo_ev": -10.684,
  "charge": 1,
  "homo_lumo_gap_ev": 7.93,
  "elements": ["C", "C", "O", "C", "C", "O", "N", "C", "C", "C", "C", "C", "C", "C", "C", "C", "C", "O", "C", "C", "C", "O", "C", "C", "C", "C", "F", "C", "C", "C", "C", "C", "O", "C", "N", "H", "H", "H", "H", "H", "H", "H", "H", "H", "H", "H", "H", "H", "H", "H", "H", "H", "H", "H", "H", "H", "H", "H", "H", "H", "H", "H", "H", "H", "H", "H", "H", "H", "H", "H", "H", "H", "H", "H", "H", "H", "H", "H", "H", "H", "H", "H", "H", "H", "H", "H", "H", "C", "O", "C", "C", "O", "C", "C", "O", "C", "H", "H", "H", "H", "H", "H", "H", "H", "H", "H", "H", "H", "H", "H"],
  "coordinates": [[-3.044, 2.236, -2.060], [-2.613, 1.859, -3.576], [-2.842, 0.430, -3.714], [-1.956, -0.035, -4.739], [-0.453, -0.295, -4.243], [-0.302, -0.136, -2.792], [1.024, -0.334, -2.442], [1.246, -1.512, -1.536], [-0.082, -1.982, -0.729], [-0.972, -2.998, -1.634], [-2.053, -3.628, -0.600], [-3.499, -3.830, -1.239], [-4.266, -2.487, -1.617], [-4.771, -1.637, -0.354], [-5.322, -0.225, -0.902], [-6.914, -0.122, -0.947], [-7.476, 0.537, -2.317], [-7.884, 1.913, -2.152], [-9.323, 2.063, -2.212], [2.564, -1.432, -0.642], [2.353, -1.182, 0.920], [3.603, -0.559, -1.098], [3.205, 0.772, -1.497], [3.599, 1.728, -0.280], [3.508, 3.292, -0.515], [4.882, 4.071, -0.152], [3.041, 3.728, -1.794], [4.211, 1.047, -2.752], [4.044, -0.105, -3.888], [5.763, 0.970, -2.327], [6.503, 2.402, -2.553], [1.710, 0.948, -2.036], [0.872, 1.886, -1.332], [0.319, 1.401, -0.152], [-0.397, 1.130, 0.752], [-2.883, 1.271, -1.460], [-4.149, 2.485, -2.023], [-2.367, 3.030, -1.620], [-3.268, 2.439, -4.310], [-1.522, 2.159, -3.696], [-2.356, -1.015, -5.181], [-1.914, 0.687, -5.631], [0.199, 0.504, -4.750], [-0.169, -1.353, -4.588], [1.468, -0.588, -3.354], [1.406, -2.403, -2.247], [0.159, -2.570, 0.208], [-0.777, -1.128, -0.475], [-1.587, -2.394, -2.385], [-0.341, -3.795, -2.137], [-1.701, -4.600, -0.136], [-2.181, -2.877, 0.259], [-4.137, -4.345, -0.432], [-3.510, -4.551, -2.126], [-5.218, -2.770, -2.197], [-3.686, -1.786, -2.295], [-3.934, -1.445, 0.401], [-5.617, -2.151, 0.219], [-4.933, 0.655, -0.292], [-4.960, -0.093, -1.982], [-7.315, 0.544, -0.106], [-7.455, -1.117, -0.846], [-6.644, 0.545, -3.109], [-8.317, -0.100, -2.761], [-9.898, 1.122, -1.941], [-9.672, 2.404, -3.239], [-9.604, 2.845, -1.426], [3.025, -2.485, -0.693], [1.346, -0.773, 1.221], [2.475, -2.171, 1.492], [3.236, -0.545, 1.276], [2.923, 1.482, 0.617], [4.653, 1.509, 0.114], [2.758, 3.710, 0.247], [4.714, 4.738, 0.765], [5.725, 3.368, 0.123], [5.213, 4.755, -0.993], [3.980, 2.013, -3.296], [4.901, 0.047, -4.635], [3.088, 0.033, -4.507], [4.177, -1.151, -3.475], [6.310, 0.264, -3.049], [5.940, 0.539, -1.297], [5.664, 3.179, -2.654], [7.162, 2.412, -3.473], [7.069, 2.718, -1.608], [1.851, 1.482, -3.048], [4.156, -2.426, 7.753], [2.872, -1.893, 7.491], [2.426, -1.031, 8.532], [1.363, -0.072, 8.013], [1.906, 1.028, 7.282], [2.391, 0.731, 5.974], [1.276, 0.482, 4.966], [0.773, -0.841, 5.092], [-0.537, -0.950, 4.575], [4.146, -3.032, 8.662], [4.441, -3.055, 6.908], [4.892, -1.619, 7.842], [3.264, -0.457, 8.942], [1.997, -1.659, 9.323], [0.864, 0.375, 8.877], [0.594, -0.589, 7.435], [3.113, -0.086, 5.996], [2.933, 1.628, 5.658], [1.670, 0.586, 3.947], [0.476, 1.213, 5.121], [-1.219, -0.291, 5.122], [-0.874, -1.979, 4.711], [-0.548, -0.707, 3.507]],
  "lowdin_charge": [-0.06, -0.23, -0.19, -0.17, -0.09, -0.07, -0.02, -0.12, -0.12, -0.16, -0.20, -0.21, -0.21, -0.19, -0.21, -0.15, -0.23, -0.23, -0.12, -0.26, -0.03, -0.10, -0.29, -0.05, -0.29, -0.05, -0.05, -0.24, -0.06, -0.18, -0.09, -0.11, 0.05, -0.23, 0.22, 0.07, 0.08, 0.08, 0.14, 0.12, 0.14, 0.14, 0.14, 0.15, 0.15, 0.16, 0.13, 0.10, 0.10, 0.12, 0.12, 0.10, 0.12, 0.11, 0.13, 0.08, 0.10, 0.11, 0.11, 0.08, 0.12, 0.11, 0.12, 0.12, 0.09, 0.09, 0.10, 0.17, 0.06, 0.11, 0.10, 0.12, 0.13, 0.15, 0.09, 0.07, 0.09, 0.13, 0.10, 0.07, 0.10, 0.11, 0.11, 0.06, 0.08, 0.07, 0.19, -0.11, -0.21, -0.20, -0.17, -0.13, -0.18, -0.20, -0.21, -0.11, 0.09, 0.09, 0.09, 0.13, 0.13, 0.13, 0.12, 0.12, 0.13, 0.11, 0.13, 0.09, 0.09, 0.07]
}

---

{
  "formula": "C26H47BrFN8O6P2S",
  "method": "wB97M-V/def2-TZVPD",
  "e_tot_ev": -154076.13684,
  "homo_ev": -9.745,
  "charge": 1,
  "homo_lumo_gap_ev": 4.79,
  "elements": ["C", "C", "C", "C", "N", "C", "C", "O", "Br", "C", "S", "O", "O", "F", "N", "C", "O", "C", "C", "C", "C", "C", "C", "H", "H", "H", "H", "H", "H", "H", "H", "H", "H", "H", "O", "P", "N", "C", "C", "N", "C", "C", "N", "C", "C", "H", "H", "H", "H", "H", "H", "H", "H", "H", "H", "H", "H", "H", "H", "H", "H", "H", "H", "O", "P", "N", "C", "C", "N", "C", "C", "N", "C", "C", "H", "H", "H", "H", "H", "H", "H", "H", "H", "H", "H", "H", "H", "H", "H", "H", "H", "H"],
  "coordinates": [[3.452, -0.470, 5.714], [3.014, -0.602, 4.468], [2.361, -1.332, 3.186], [0.853, -1.202, 2.703], [0.877, -2.069, 1.517], [-0.414, -2.184, 0.739], [-0.948, -0.697, 0.300], [-2.130, -0.316, 0.625], [0.222, 0.577, -0.734], [2.179, -2.703, 1.265], [2.627, -3.895, -0.078], [3.201, -3.239, -1.302], [3.562, -4.960, 0.498], [1.228, -4.755, -0.554], [3.116, -2.216, 2.301], [4.583, -2.623, 2.340], [5.188, -2.010, 1.176], [6.504, -2.539, 0.903], [6.684, -3.771, -0.084], [8.127, -4.339, -0.430], [9.363, -3.619, 0.226], [9.229, -2.387, 1.236], [7.778, -1.860, 1.553], [3.900, -0.417, 6.784], [-0.001, -0.570, 3.143], [-0.210, -2.762, -0.250], [-1.207, -2.711, 1.399], [4.731, -3.760, 2.425], [5.012, -2.141, 3.304], [5.793, -4.298, -0.609], [8.236, -5.217, -1.169], [10.421, -4.012, -0.051], [10.178, -1.895, 1.668], [7.655, -0.957, 2.274], [-3.466, -3.958, -2.651], [-4.306, -3.157, -3.667], [-3.145, -3.334, -4.926], [-2.913, -2.401, -6.021], [-3.035, -4.698, -5.448], [-3.990, -1.674, -2.836], [-2.653, -1.094, -2.876], [-4.452, -1.686, -1.445], [-5.327, -2.256, -4.818], [-5.839, -0.910, -4.558], [-6.464, -3.101, -5.225], [-3.627, -2.538, -6.842], [-1.906, -2.543, -6.429], [-2.965, -1.358, -5.710], [-3.870, -4.932, -6.119], [-3.040, -5.436, -4.642], [-2.097, -4.840, -5.994], [-1.875, -1.828, -2.631], [-2.559, -0.259, -2.178], [-2.441, -0.666, -3.855], [-3.762, -2.227, -0.786], [-5.434, -2.167, -1.371], [-4.566, -0.666, -1.065], [-6.445, -0.867, -3.647], [-6.462, -0.567, -5.392], [-5.030, -0.179, -4.491], [-7.176, -3.228, -4.403], [-6.116, -4.095, -5.525], [-6.987, -2.677, -6.087], [1.370, 3.801, 2.370], [0.451, 5.038, 2.443], [-0.068, 4.689, 4.047], [-1.354, 5.046, 4.633], [0.971, 4.871, 5.063], [-0.675, 4.331, 1.338], [-1.492, 3.199, 1.763], [-0.079, 4.014, 0.037], [-0.570, 6.499, 2.496], [-1.604, 6.796, 1.502], [0.290, 7.690, 2.623], [-1.373, 6.081, 4.995], [-1.573, 4.392, 5.485], [-2.187, 4.924, 3.941], [1.118, 5.934, 5.290], [1.930, 4.468, 4.730], [0.717, 4.349, 5.990], [-0.896, 2.410, 2.236], [-2.028, 2.755, 0.919], [-2.272, 3.516, 2.454], [0.506, 3.088, 0.069], [0.586, 4.821, -0.288], [-0.853, 3.909, -0.730], [-1.198, 6.848, 0.487], [-2.084, 7.756, 1.722], [-2.412, 6.063, 1.534], [0.840, 7.880, 1.696], [1.021, 7.552, 3.426], [-0.295, 8.578, 2.878]],
  "lowdin_charge": [0.14, -0.02, -0.04, 0.13, -0.07, -0.07, -0.63, -0.03, 0.76, -0.10, 0.88, -0.25, -0.29, -0.20, 0.04, -0.11, -0.12, -0.19, 0.02, -0.05, -0.06, -0.05, 0.00, 0.09, 0.17, 0.14, 0.17, 0.16, 0.16, 0.09, 0.10, 0.09, 0.10, 0.11, -0.32, 0.76, -0.31, -0.14, -0.14, -0.35, -0.13, -0.15, -0.29, -0.12, -0.14, 0.08, 0.09, 0.06, 0.07, 0.07, 0.08, 0.08, 0.06, 0.06, 0.06, 0.08, 0.08, 0.09, 0.09, 0.08, 0.08, 0.07, 0.09, -0.33, 0.75, -0.32, -0.14, -0.14, -0.35, -0.13, -0.18, -0.29, -0.12, -0.14, 0.08, 0.09, 0.06, 0.07, 0.07, 0.08, 0.07, 0.08, 0.06, -0.01, 0.08, 0.08, 0.09, 0.09, 0.08, 0.08, 0.07, 0.09]
}

---

{
  "formula": "C30H70BBrN10O3P3",
  "method": "wB97M-V/def2-TZVPD",
  "e_tot_ev": -151869.29697,
  "homo_ev": -4.740,
  "charge": -1,
  "homo_lumo_gap_ev": 6.20,
  "elements": ["C", "C", "C", "B", "C", "C", "C", "C", "Br", "C", "C", "C", "N", "C", "C", "H", "H", "H", "H", "H", "H", "H", "H", "H", "H", "H", "H", "H", "H", "H", "H", "O", "P", "N", "C", "C", "N", "C", "C", "N", "C", "C", "H", "H", "H", "H", "H", "H", "H", "H", "H", "H", "H", "H", "H", "H", "H", "H", "H", "H", "O", "P", "N", "C", "C", "N", "C", "C", "N", "C", "C", "H", "H", "H", "H", "H", "H", "H", "H", "H", "H", "H", "H", "H", "H", "H", "H", "H", "H", "O", "P", "N", "C", "C", "N", "C", "C", "N", "C", "C", "H", "H", "H", "H", "H", "H", "H", "H", "H", "H", "H", "H", "H", "H", "H", "H", "H", "H"],
  "coordinates": [[-3.004, -5.482, 2.374], [-2.423, -4.462, 2.068], [-1.843, -3.077, 2.025], [-2.497, -2.090, 0.876], [-1.907, -2.530, -0.614], [-1.906, -0.547, 1.123], [-2.405, 0.084, 2.481], [-3.389, 1.246, 2.251], [-4.581, 1.547, 3.813], [-4.116, -1.962, 0.917], [-4.783, -1.497, -0.253], [-6.164, -1.347, -0.200], [-6.956, -1.588, 0.843], [-6.310, -2.033, 1.912], [-4.937, -2.239, 2.036], [-3.556, -6.329, 2.736], [-0.774, -3.207, 1.763], [-1.842, -2.616, 3.034], [-1.648, -1.608, -1.173], [-2.595, -3.165, -1.202], [-0.938, -3.056, -0.472], [-0.808, -0.499, 1.023], [-2.404, 0.062, 0.335], [-2.883, -0.654, 3.145], [-1.509, 0.471, 3.004], [-2.835, 2.187, 2.098], [-4.059, 1.080, 1.395], [-4.231, -1.239, -1.161], [-6.656, -0.960, -1.108], [-6.922, -2.227, 2.808], [-4.440, -2.583, 2.945], [1.757, -3.110, 2.579], [3.234, -3.361, 2.750], [3.227, -3.296, 4.476], [4.129, -2.570, 5.344], [2.461, -4.329, 5.162], [3.744, -1.855, 2.089], [4.627, -0.904, 2.730], [2.793, -1.138, 1.241], [4.916, -3.888, 2.709], [5.420, -4.032, 1.319], [5.171, -5.195, 3.353], [5.187, -2.823, 5.184], [3.925, -2.774, 6.396], [4.007, -1.492, 5.234], [3.004, -5.284, 5.212], [1.515, -4.518, 4.649], [2.202, -4.034, 6.180], [4.086, -0.250, 3.425], [5.102, -0.261, 1.980], [5.450, -1.386, 3.258], [2.043, -0.603, 1.834], [2.278, -1.819, 0.567], [3.312, -0.410, 0.609], [4.851, -4.783, 0.761], [6.472, -4.325, 1.325], [5.368, -3.096, 0.769], [4.490, -5.969, 2.989], [5.081, -5.132, 4.436], [6.195, -5.521, 3.165], [-0.400, -1.306, -3.328], [0.556, -1.230, -4.493], [1.448, -2.652, -4.098], [2.884, -2.818, -4.048], [0.715, -3.912, -4.142], [1.381, 0.174, -3.929], [2.810, 0.311, -3.753], [0.684, 0.990, -2.938], [1.395, -1.045, -6.034], [0.964, 0.178, -6.758], [1.187, -2.155, -6.988], [3.387, -2.553, -4.989], [3.162, -3.851, -3.836], [3.325, -2.233, -3.239], [0.597, -4.286, -5.171], [-0.284, -3.796, -3.719], [1.207, -4.689, -3.555], [3.140, -0.094, -2.787], [3.096, 1.369, -3.778], [3.379, -0.161, -4.553], [0.760, 0.553, -1.936], [-0.369, 1.098, -3.189], [1.096, 2.002, -2.898], [-0.105, 0.151, -6.994], [1.524, 0.285, -7.690], [1.157, 1.080, -6.182], [0.126, -2.385, -7.123], [1.701, -3.060, -6.667], [1.612, -1.909, -7.962], [-0.455, 4.123, -0.115], [-1.045, 5.515, -0.047], [-1.684, 5.359, 1.547], [-3.008, 5.712, 2.015], [-0.717, 5.171, 2.622], [-2.268, 5.245, -1.228], [-3.686, 5.489, -1.051], [-2.082, 4.125, -2.142], [-1.439, 7.232, -0.114], [-1.092, 7.833, -1.428], [-0.743, 8.065, 0.890], [-3.273, 6.762, 1.824], [-3.106, 5.567, 3.092], [-3.772, 5.073, 1.573], [-0.239, 6.117, 2.919], [0.077, 4.487, 2.316], [-1.175, 4.732, 3.508], [-4.183, 4.648, -0.554], [-4.172, 5.626, -2.023], [-3.888, 6.404, -0.496], [-2.349, 3.172, -1.671], [-1.051, 4.065, -2.485], [-2.698, 4.245, -3.039], [-0.019, 7.757, -1.634], [-1.379, 8.886, -1.451], [-1.624, 7.354, -2.246], [0.337, 7.891, 0.887], [-1.122, 7.883, 1.894], [-0.921, 9.124, 0.699]],
  "lowdin_charge": [0.05, -0.16, -0.15, -0.72, -0.07, -0.13, -0.30, -0.58, 0.50, -0.11, -0.04, -0.20, 0.02, -0.20, -0.04, 0.00, 0.07, 0.10, 0.03, 0.05, 0.05, 0.09, 0.08, 0.07, 0.10, 0.04, 0.05, 0.10, 0.09, 0.09, 0.10, -0.27, 0.72, -0.32, -0.14, -0.14, -0.33, -0.15, -0.13, -0.28, -0.14, -0.14, 0.07, 0.07, 0.06, 0.06, 0.08, 0.08, 0.08, 0.07, 0.06, 0.09, 0.07, 0.07, 0.08, 0.08, 0.07, 0.09, 0.06, 0.08, -0.28, 0.72, -0.32, -0.14, -0.13, -0.33, -0.15, -0.13, -0.28, -0.14, -0.14, 0.07, 0.07, 0.06, 0.06, 0.07, 0.08, 0.07, 0.08, 0.06, 0.09, 0.07, 0.08, 0.08, 0.08, 0.07, 0.09, 0.06, 0.08, -0.29, 0.71, -0.32, -0.13, -0.14, -0.33, -0.14, -0.14, -0.28, -0.14, -0.14, 0.07, 0.08, 0.06, 0.06, 0.07, 0.08, 0.08, 0.08, 0.07, 0.09, 0.06, 0.08, 0.08, 0.08, 0.07, 0.09, 0.06, 0.08]
}

---

- Number 1 is which compound?
  C33H66FN2O8